1.
A structure of composition C16H34OP2Sn at a distorted geometry. Source: the OMol25 dataset; level of theory: wB97M-V/def2-TZVPD.

The geometry in XYZ format:
```
54
Properties=species:S:1:pos:R:3:forces:R:3:mulliken_charge:R:1
P 4.133 0.635 -5.332 0.44 0.01 -0.27 0.63
P 1.319 -0.311 -6.622 -0.10 -0.06 -0.47 0.66
C 4.104 0.045 -7.113 -0.11 0.06 0.37 -1.05
C 2.720 0.186 -7.767 -0.19 -0.03 0.35 -1.07
H 4.426 -1.010 -7.098 -0.12 0.34 -0.07 0.43
H 4.851 0.633 -7.668 -0.11 -0.35 0.10 0.48
H 2.527 1.232 -8.060 0.12 -0.35 0.07 0.44
H 2.653 -0.448 -8.665 -0.01 0.35 0.14 0.48
C 1.094 -2.062 -7.158 -0.04 0.06 0.21 -1.34
H 0.170 -2.440 -6.697 0.24 -0.05 -0.20 0.36
H 1.939 -2.667 -6.800 -0.24 0.07 -0.16 0.34
H 1.019 -2.130 -8.251 0.00 -0.09 0.27 0.42
C -0.073 0.470 -7.532 -0.03 -0.04 0.06 -1.35
H -0.066 0.180 -8.591 -0.11 0.15 0.22 0.39
H 0.013 1.561 -7.440 -0.11 -0.27 -0.11 0.37
H -1.012 0.147 -7.061 0.13 0.13 -0.26 0.38
C 5.707 -0.151 -4.807 -0.02 0.04 0.06 -1.31
H 5.954 0.219 -3.802 0.11 -0.14 -0.26 0.38
H 6.522 0.086 -5.504 -0.09 -0.14 0.24 0.39
H 5.559 -1.239 -4.757 0.17 0.26 -0.01 0.35
C 4.722 2.362 -5.594 -0.15 -0.04 0.18 -1.34
H 3.918 2.961 -6.045 0.28 -0.08 0.09 0.35
H 5.610 2.379 -6.239 -0.20 0.09 0.16 0.40
H 4.968 2.787 -4.611 -0.01 0.04 -0.33 0.36
Sn -0.140 0.011 0.262 -0.59 0.48 2.97 1.26
C -0.871 0.291 -2.122 0.06 0.69 -0.39 -0.35
C -0.465 -1.035 -2.040 0.36 -0.60 -0.11 -0.44
C 0.854 -1.577 -2.566 0.05 -0.38 -0.76 0.02
C 2.050 -1.612 -1.563 0.07 -0.65 0.22 -0.83
C 2.191 -0.423 -0.656 0.22 1.91 -1.19 -0.51
C 1.918 0.913 -1.015 0.91 -1.84 0.00 -0.46
C 1.501 1.364 -2.383 0.57 0.22 -0.98 0.25
C -0.033 1.431 -2.685 -0.16 0.43 0.59 -0.81
C 0.825 0.509 2.105 1.94 1.13 -0.47 -1.44
H -1.924 0.542 -1.930 0.20 -0.29 0.08 0.65
H -1.195 -1.803 -1.742 -0.01 0.45 0.01 0.63
H 1.157 -1.033 -3.485 -0.35 -0.14 0.46 -0.39
H 0.673 -2.635 -2.887 0.05 0.87 0.33 0.53
H 1.959 -2.536 -0.947 0.14 0.62 -0.26 0.42
H 3.005 -1.739 -2.131 -0.70 0.15 0.23 0.36
H 2.685 -0.616 0.301 -0.27 0.17 -0.06 0.69
H 2.156 1.712 -0.303 -0.16 -0.40 0.04 0.53
H 2.003 0.747 -3.158 -0.18 0.37 0.39 -0.60
H 1.904 2.398 -2.523 -0.38 -0.78 0.10 0.57
H -0.418 2.401 -2.292 -0.04 -0.72 -0.26 0.46
H -0.183 1.487 -3.794 0.13 -0.30 0.71 0.30
H 0.216 1.238 2.638 -0.04 -0.33 -0.06 0.44
H 1.806 0.980 1.912 -0.26 -0.52 0.26 0.40
H 0.887 -0.476 2.589 0.09 0.49 -0.01 0.47
C -1.724 -0.150 3.064 -0.88 -0.28 0.75 -0.71
O -1.527 -0.284 1.633 -0.20 -0.26 -1.88 -0.56
H -2.491 -0.950 3.131 0.29 0.89 1.13 0.31
H -2.102 0.884 3.312 0.01 -1.08 -0.54 0.32
H -0.881 -0.298 3.824 -0.73 -0.27 -1.67 0.33
```
Positions in Å, forces in eV/Å.

**LUMO level**: -9.589 eV
**DFT total energy**: -1601.47555 hartree
**Energy above the lowest of the compared OMol25 structures with the same formula, charge and spin**: 0.9742 eV
**Strongest force on any atom**: 3.06 eV Å⁻¹
**Total charge**: +2

2.
A structure of composition C16H34OP2Zn at a distorted geometry. Source: the OMol25 dataset; level of theory: wB97M-V/def2-TZVPD.

The geometry in XYZ format:
```
54
Properties=species:S:1:pos:R:3:forces:R:3:mulliken_charge:R:1
P 0.341 -2.219 0.964 1.41 0.26 -2.03 0.46
P -0.168 2.160 1.959 -0.78 -3.65 0.10 2.38
C -0.007 -0.423 0.131 0.91 -0.96 -1.79 1.63
C 0.465 1.000 0.673 -0.56 0.26 -0.44 -1.40
H -1.024 -0.392 -0.277 0.49 0.26 -0.02 0.31
H 0.641 -0.576 -0.714 0.66 0.34 -0.48 0.23
H 1.550 1.026 0.501 0.20 0.31 0.38 0.09
H 0.018 1.605 -0.121 0.38 -0.02 -0.12 -1.13
C -1.776 2.706 1.425 -0.28 1.50 -0.13 -1.65
H -2.182 3.219 2.312 -0.08 -0.03 -0.38 0.46
H -2.448 1.861 1.192 0.77 -0.08 0.32 0.07
H -1.754 3.395 0.565 0.08 0.19 0.11 0.50
C 1.176 3.295 2.171 0.43 1.20 0.44 -1.41
H 1.084 4.118 1.420 -0.05 -0.43 0.59 0.48
H 2.179 2.823 2.006 -0.94 0.05 0.22 0.38
H 1.112 3.708 3.202 0.36 0.03 -0.80 0.33
C -0.935 -3.381 0.481 -0.17 -0.59 -0.83 -1.42
H -0.959 -4.133 1.296 -0.11 0.29 -0.47 0.39
H -0.684 -3.862 -0.475 -0.34 -0.19 0.12 0.33
H -1.939 -2.917 0.424 0.58 -0.05 0.07 0.40
C 2.005 -2.655 0.480 0.78 -0.95 -1.10 -1.32
H 2.694 -1.792 0.482 -0.48 -0.24 0.00 0.28
H 2.035 -3.148 -0.501 0.54 -0.06 -0.01 0.44
H 2.373 -3.380 1.237 -0.16 0.50 -0.45 0.37
Zn -0.636 -0.522 1.967 -3.48 -0.26 4.25 -1.14
C 0.471 1.377 -2.301 -0.74 0.92 0.01 0.21
C -0.871 1.409 -2.139 1.22 0.71 -1.28 -0.21
C -1.801 0.775 -3.131 -0.85 0.20 0.26 -0.98
C -1.469 -0.680 -3.496 -0.30 -0.27 -0.08 -0.97
C -0.636 -1.453 -2.508 0.23 -0.29 -0.65 0.16
C 0.697 -1.539 -2.561 -0.27 -0.52 -0.72 -0.13
C 1.572 -0.669 -3.426 0.45 -0.51 0.07 -1.00
C 1.190 0.816 -3.482 0.44 0.38 -0.72 -0.85
C 0.080 -1.844 3.341 -1.37 0.94 2.87 -1.74
H 1.185 1.889 -1.647 -0.71 -0.08 0.08 0.41
H -1.390 2.048 -1.418 0.48 -0.35 0.25 0.08
H -1.860 1.340 -4.078 0.06 0.08 0.39 0.34
H -2.818 0.830 -2.685 0.50 -0.13 -0.34 0.39
H -2.438 -1.207 -3.565 0.47 0.09 -0.28 0.47
H -0.990 -0.713 -4.487 -0.15 -0.06 0.30 0.27
H -1.205 -1.980 -1.755 0.15 -0.38 -0.07 0.32
H 1.249 -2.315 -2.026 -0.44 0.44 0.25 0.27
H 1.599 -1.027 -4.460 0.10 -0.19 0.05 0.37
H 2.608 -0.766 -3.034 -0.57 0.07 -0.27 0.36
H 2.158 1.358 -3.530 -0.61 -0.10 -0.28 0.45
H 0.643 1.040 -4.425 0.22 -0.15 0.59 0.28
H 1.091 -1.552 3.599 0.57 0.02 0.13 0.30
H 0.040 -2.919 3.150 -0.18 0.32 0.15 0.42
H -0.593 -1.613 4.170 0.19 -0.40 1.16 0.34
C -0.312 1.187 4.722 0.32 0.72 -0.17 -0.60
O -0.588 1.241 3.245 0.56 1.09 1.12 0.13
H -0.906 1.961 5.254 0.58 -0.39 -0.47 0.28
H 0.782 1.296 4.846 -0.68 -0.01 0.25 0.37
H -0.649 0.197 5.027 0.16 0.18 -0.18 0.20
```
Positions in Å, forces in eV/Å.

**LUMO level (alpha / beta)**: 0.253 / 0.253 eV
**DFT total energy**: -3166.79385 hartree
**Energy above the lowest of the compared OMol25 structures with the same formula, charge and spin**: 10.2691 eV
**Strongest force on any atom**: 5.50 eV Å⁻¹
**Total charge**: 0

3.
A structure of composition C16H34P2Pd at a distorted geometry. Source: the OMol25 dataset; level of theory: wB97M-V/def2-TZVPD.

The geometry in XYZ format:
```
53
Properties=species:S:1:pos:R:3:forces:R:3:mulliken_charge:R:1
P -0.268 1.961 -0.945 -3.23 1.51 0.86 1.28
P -0.194 -2.049 -0.691 -3.20 -2.27 2.45 0.67
C -1.078 0.560 -1.784 0.08 -0.72 -0.50 -0.98
C -1.466 -0.750 -1.057 0.70 0.27 -0.62 -1.11
H -0.416 0.333 -2.625 -0.26 -0.10 -0.27 0.50
H -2.027 0.974 -2.142 0.31 0.12 -0.27 0.58
H -1.928 -0.573 -0.079 0.03 0.08 -0.05 0.20
H -2.218 -1.289 -1.664 0.37 0.52 0.13 0.85
C 0.969 -2.536 -1.990 0.23 0.47 -0.08 -0.66
H 1.782 -3.140 -1.564 -0.33 0.24 0.01 0.45
H 1.422 -1.609 -2.414 -0.10 -0.48 0.21 0.14
H 0.522 -3.086 -2.819 -0.42 -0.02 0.22 0.49
C -1.579 -3.361 -0.517 0.28 -0.15 -0.32 -1.34
H -2.246 -3.354 -1.412 0.82 -0.21 0.40 0.44
H -2.260 -3.104 0.320 0.62 0.05 -0.58 0.41
H -1.204 -4.383 -0.314 -0.07 0.57 -0.29 0.42
C 0.803 2.999 -1.907 0.90 -0.43 -0.43 -1.28
H 1.451 3.561 -1.229 -0.08 -0.02 -0.12 0.42
H 0.215 3.690 -2.492 -0.26 0.15 -0.27 0.51
H 1.427 2.345 -2.533 0.02 0.47 -0.08 0.41
C -1.749 3.104 -0.773 0.41 0.25 0.37 -1.65
H -2.592 2.694 -0.209 0.34 -0.21 -0.18 0.34
H -2.101 3.367 -1.783 0.22 -0.20 0.14 0.53
H -1.476 4.047 -0.275 0.13 -0.33 -0.17 0.45
Pd 2.631 0.286 -2.320 -1.00 0.26 -1.50 0.08
C -1.069 -1.780 2.155 -1.25 -1.10 0.35 -1.21
C 0.125 -1.684 1.470 3.86 1.76 -3.59 0.43
C 0.683 -0.199 1.137 -0.65 -0.29 -0.09 2.08
C 0.441 0.995 2.056 -0.17 0.86 1.67 -2.17
C -0.977 1.682 2.033 2.50 -0.48 -1.55 -0.03
C -2.156 1.064 2.007 -0.50 -0.41 0.98 -0.61
C -2.567 -0.078 2.873 0.29 -1.34 0.52 -0.92
C -1.351 -0.928 3.296 0.34 0.58 0.36 -0.53
C 3.522 1.348 -0.864 0.28 1.90 1.46 -0.94
H -1.793 -2.525 1.910 -0.14 -0.52 0.19 0.64
H 0.986 -2.330 1.756 -0.63 0.01 -0.36 0.57
H 0.073 0.133 0.262 0.85 -0.37 0.56 -1.60
H 1.753 -0.239 0.801 -0.94 -0.13 0.48 -0.39
H 0.647 0.786 3.098 0.71 -0.05 0.13 0.67
H 1.207 1.735 1.783 -0.42 0.10 -0.03 0.54
H -0.892 2.752 1.859 -0.29 -0.08 -0.52 0.80
H -2.978 1.477 1.484 -0.89 1.15 0.04 0.43
H -3.310 -0.752 2.406 0.18 0.45 0.08 0.42
H -3.054 0.301 3.783 0.00 0.37 -0.31 0.49
H -0.456 -0.332 3.458 -0.72 -0.04 0.45 0.12
H -1.429 -1.518 4.215 -0.66 0.00 -0.15 0.45
H 3.510 0.954 0.175 0.21 0.14 -0.82 0.30
H 2.850 2.211 -0.944 0.59 0.12 0.44 0.01
H 4.534 1.587 -1.239 -0.45 -0.17 0.33 0.46
C 3.693 -1.199 -1.509 1.07 -1.00 -0.47 -1.26
H 3.487 -2.084 -2.068 0.21 -0.78 -0.09 0.42
H 3.396 -1.223 -0.480 0.09 -0.28 0.51 0.37
H 4.706 -0.845 -1.696 0.04 -0.19 0.34 0.35
```
Positions in Å, forces in eV/Å.

**LUMO level (alpha / beta)**: -6.354 / -9.567 eV
**DFT total energy**: -1439.61772 hartree
**Energy above the lowest of the compared OMol25 structures with the same formula, charge and spin**: 2.6823 eV
**Strongest force on any atom**: 5.56 eV Å⁻¹
**Total charge**: +2
**2S+1**: 5

4.
A structure of composition C16H34P2Ti at a distorted geometry. Source: the OMol25 dataset; level of theory: wB97M-V/def2-TZVPD.

The geometry in XYZ format:
```
53
Properties=species:S:1:pos:R:3:forces:R:3:mulliken_charge:R:1
P 1.151 0.382 -5.638 0.25 -0.20 0.41 1.62
P -1.576 -2.212 -5.003 -0.03 0.01 0.00 1.59
C 0.476 -0.935 -6.767 0.41 0.19 -0.41 -1.18
C -1.008 -1.351 -6.554 0.09 0.26 -0.29 -1.00
H 1.154 -1.801 -6.726 -0.30 0.14 0.02 0.31
H 0.575 -0.494 -7.768 -0.29 -0.48 -0.18 0.64
H -1.685 -0.504 -6.750 0.22 -0.17 0.23 0.34
H -1.238 -2.091 -7.338 -0.10 0.06 0.19 0.59
C -0.681 -3.777 -5.136 0.17 -0.42 0.06 -1.62
H -0.834 -4.397 -4.248 0.02 0.18 -0.08 0.42
H 0.399 -3.627 -5.273 -0.46 0.06 0.12 0.39
H -1.068 -4.309 -6.014 0.01 0.10 0.15 0.48
C -3.292 -2.638 -5.351 -0.39 -0.38 -0.59 -1.44
H -3.334 -3.369 -6.172 -0.15 0.27 0.14 0.45
H -3.859 -1.743 -5.633 0.09 -0.16 0.07 0.41
H -3.758 -3.084 -4.460 0.21 0.14 -0.32 0.44
C 2.815 0.798 -6.243 0.02 -0.04 -0.85 -1.41
H 3.240 1.563 -5.572 -0.20 -0.35 -0.24 0.35
H 2.740 1.201 -7.261 0.44 -0.02 0.03 0.44
H 3.457 -0.093 -6.233 -0.08 0.28 0.02 0.37
C 0.200 1.782 -6.351 0.04 0.25 -0.29 -1.68
H -0.888 1.608 -6.346 0.45 0.03 0.03 0.39
H 0.531 1.921 -7.390 -0.18 0.18 0.12 0.49
H 0.405 2.696 -5.777 -0.07 -0.18 -0.19 0.35
Ti -0.280 -0.085 -1.023 0.56 -0.70 -0.85 0.26
C -1.733 -1.689 -3.154 1.33 1.05 1.48 -0.10
C -0.467 -2.070 -2.412 -0.70 0.24 0.35 -1.07
C 0.827 -1.957 -3.176 0.38 -0.81 0.02 0.36
C 1.917 -1.014 -2.626 0.06 -0.69 -0.45 -1.19
C 1.489 0.400 -2.392 -0.97 0.45 0.39 -0.74
C 0.425 1.141 -2.958 0.55 -0.16 0.27 -0.42
C -0.797 0.640 -3.669 -0.87 0.12 -0.39 0.75
C -1.931 -0.141 -2.928 -0.26 -0.34 -0.90 -1.50
C 0.172 1.619 0.072 0.31 0.80 0.78 -1.15
H -2.634 -2.239 -2.820 0.42 0.13 -0.16 0.61
H -0.555 -2.948 -1.753 0.00 0.14 -0.69 0.68
H 0.651 -1.661 -4.229 0.03 0.12 0.30 -1.02
H 1.272 -2.967 -3.266 0.22 0.28 0.07 0.54
H 2.336 -1.438 -1.692 -0.27 0.13 -0.29 0.44
H 2.746 -1.068 -3.357 0.02 0.23 0.09 0.55
H 2.196 0.977 -1.801 0.01 0.11 -0.25 0.38
H 0.525 2.231 -2.908 -0.23 -0.44 0.17 0.27
H -0.537 -0.055 -4.517 -0.31 0.66 0.86 -1.42
H -1.263 1.520 -4.162 0.18 -0.47 0.47 0.61
H -2.048 0.181 -1.817 -0.34 -0.52 -1.19 0.50
H -2.882 0.189 -3.370 0.00 0.10 0.22 0.47
H -0.737 1.945 0.619 0.45 0.10 -0.08 0.32
H 0.581 2.448 -0.538 -0.22 -0.18 0.55 0.25
H 0.925 1.276 0.819 -0.30 0.46 -0.25 0.23
C -0.220 -1.371 0.596 -0.38 -0.38 0.78 -1.27
H -0.440 -2.411 0.304 0.17 0.30 0.46 0.29
H -0.989 -1.001 1.307 0.39 -0.31 0.06 0.32
H 0.783 -1.277 1.053 -0.41 -0.18 0.01 0.30
```
Positions in Å, forces in eV/Å.

**LUMO level (alpha / beta)**: 0.083 / 0.072 eV
**DFT total energy**: -2161.89899 hartree
**Energy above the lowest of the compared OMol25 structures with the same formula, charge and spin**: 1.9611 eV
**Strongest force on any atom**: 2.25 eV Å⁻¹
**Total charge**: 0
**2S+1**: 3